1.
13
Properties=species:S:1:pos:R:3 method="wB97M-V/def2-TZVPD" energy_ha=-455.95425 homo_ev="-4.19 / -8.70" total_charge=0 multiplicity=2 max_force_ev_per_a=2.44 lumo_energy_ha="-0.0278 / -0.0240"
O -0.996 0.783 0.043
O 1.367 -0.639 0.334
C 1.501 -1.816 -0.395
C 0.559 -1.740 -1.601
O -0.611 -1.032 -1.178
C -0.413 0.302 -1.018
H 2.532 -1.950 -0.777
H 1.265 -2.732 0.181
H 0.254 -2.725 -1.973
H 1.040 -1.155 -2.399
O -0.130 1.044 -1.983
Sr -0.069 -0.058 1.948
Li -1.003 2.581 -0.975

2.
173
Properties=species:S:1:pos:R:3 method="wB97M-V/def2-TZVPD" energy_ha=-3860.39040 homo_ev=-6.04 total_charge=-1 multiplicity=1 max_force_ev_per_a=2.72 lumo_energy_ha=0.0830
Cl -0.074 0.154 0.570
O 0.780 -0.253 -0.506
O -0.831 -0.963 1.020
O 0.776 0.618 1.653
O -0.942 1.215 0.103
C -2.916 0.465 3.436
O -3.636 -0.687 3.100
C -4.745 -0.420 2.296
C -4.309 -0.518 0.822
N -4.105 -1.906 0.409
C -3.209 -1.898 -0.755
C -2.615 -3.276 -1.038
O -2.034 -3.881 0.102
C -1.224 -4.925 -0.360
H -1.979 0.196 3.921
H -3.449 1.206 4.046
H -2.620 1.022 2.535
H -5.253 0.518 2.538
H -5.469 -1.221 2.500
H -3.336 -0.027 0.781
H -5.040 0.038 0.216
H -4.946 -2.330 0.031
H -2.370 -1.206 -0.682
H -3.764 -1.608 -1.664
H -1.862 -3.144 -1.823
H -3.397 -3.950 -1.421
H -0.239 -4.639 -0.735
H -1.736 -5.590 -1.065
H -0.942 -5.632 0.432
C -0.243 -5.886 -3.803
O -1.349 -5.006 -3.730
C -1.340 -4.206 -4.889
C -2.568 -3.302 -4.883
N -2.231 -2.021 -4.298
C -1.642 -0.965 -5.079
C -1.282 0.193 -4.169
O -2.410 0.535 -3.377
C -2.064 1.150 -2.150
H -0.272 -6.609 -2.991
H 0.700 -5.332 -3.734
H -0.197 -6.438 -4.750
H -1.314 -4.847 -5.783
H -0.430 -3.596 -4.955
H -3.343 -3.744 -4.255
H -3.038 -3.158 -5.864
H -2.822 -1.615 -3.590
H -2.316 -0.613 -5.874
H -0.698 -1.300 -5.521
H -0.882 1.082 -4.669
H -0.466 -0.099 -3.494
H -1.472 0.494 -1.508
H -3.015 1.350 -1.655
H -1.578 2.123 -2.275
C -4.226 1.931 6.851
O -5.295 1.992 5.928
C -6.145 3.123 6.080
C -7.077 3.065 4.853
N -6.296 3.125 3.645
C -6.907 2.732 2.402
C -6.059 3.228 1.247
O -4.742 2.748 1.361
C -3.820 3.365 0.481
H -3.543 1.152 6.517
H -4.612 1.593 7.819
H -3.679 2.871 6.952
H -5.505 4.006 6.026
H -6.760 3.017 6.976
H -7.795 3.890 4.922
H -7.625 2.113 4.866
H -5.317 2.914 3.725
H -7.861 3.265 2.311
H -7.138 1.665 2.284
H -6.079 4.316 1.120
H -6.513 2.781 0.346
H -2.822 3.087 0.822
H -3.900 4.454 0.525
H -3.988 2.958 -0.521
C 3.293 -8.056 -4.260
O 2.794 -7.448 -3.105
C 3.688 -7.625 -2.026
C 3.120 -6.933 -0.796
N 3.201 -5.497 -1.030
C 2.495 -4.687 -0.050
C 2.243 -3.295 -0.630
O 1.551 -3.437 -1.872
C 1.018 -2.217 -2.326
H 4.196 -7.594 -4.672
H 2.550 -8.032 -5.062
H 3.462 -9.133 -4.128
H 4.676 -7.221 -2.268
H 3.819 -8.679 -1.741
H 3.616 -7.305 0.102
H 2.064 -7.234 -0.710
H 2.947 -5.284 -1.983
H 3.117 -4.587 0.843
H 1.544 -5.149 0.240
H 3.154 -2.728 -0.853
H 1.709 -2.688 0.108
H 1.774 -1.517 -2.697
H 0.380 -1.706 -1.595
H 0.322 -2.463 -3.133
C 6.025 6.275 -3.015
O 5.753 4.891 -2.977
C 5.193 4.473 -1.757
C 4.819 2.994 -1.862
N 3.571 2.817 -2.649
C 2.851 1.590 -2.316
C 3.564 0.286 -2.681
O 4.551 -0.021 -1.706
C 5.422 -1.003 -2.227
H 6.922 6.480 -2.420
H 5.236 6.930 -2.638
H 6.215 6.527 -4.056
H 4.277 4.985 -1.450
H 5.944 4.536 -0.959
H 4.608 2.583 -0.873
H 5.565 2.356 -2.343
H 3.862 2.695 -3.613
H 1.934 1.587 -2.923
H 2.367 1.572 -1.338
H 3.921 0.314 -3.717
H 2.801 -0.505 -2.638
H 6.090 -1.525 -1.543
H 6.035 -0.590 -3.036
H 4.839 -1.812 -2.687
C 6.138 -4.071 1.784
O 4.814 -3.593 1.844
C 4.635 -2.575 0.866
C 3.320 -1.831 1.152
N 3.216 -1.160 2.440
C 4.358 -0.242 2.621
C 4.540 0.812 1.498
O 5.035 2.028 2.045
C 3.975 2.881 2.379
H 6.237 -4.939 2.439
H 6.823 -3.321 2.200
H 6.485 -4.357 0.787
H 4.453 -3.072 -0.096
H 5.475 -1.894 0.717
H 2.504 -2.547 1.021
H 3.168 -1.112 0.333
H 2.481 -0.475 2.251
H 5.265 -0.849 2.666
H 4.309 0.280 3.577
H 3.637 1.013 0.912
H 5.326 0.519 0.798
H 4.302 3.796 2.871
H 3.231 2.387 3.008
H 3.438 3.233 1.487
C -4.473 6.311 1.589
O -3.166 6.777 1.316
C -2.323 5.817 0.664
C -0.883 6.257 0.894
N -0.198 5.591 1.993
C 0.101 4.174 1.745
C 0.597 3.598 3.054
O -0.357 3.562 4.099
C -1.545 2.864 3.799
H -5.133 7.106 1.929
H -4.360 5.576 2.391
H -4.954 5.883 0.706
H -2.539 5.865 -0.411
H -2.624 4.873 1.130
H -0.945 7.309 1.191
H -0.307 6.290 -0.032
H -0.718 5.693 2.856
H 0.934 4.158 1.039
H -0.777 3.656 1.344
H 1.377 4.259 3.436
H 1.074 2.622 2.919
H -2.127 3.377 3.023
H -2.182 2.736 4.671
H -1.270 1.871 3.423

3.
21
Properties=species:S:1:pos:R:3 method="wB97M-V/def2-TZVPD" energy_ha=-399.60356 homo_ev="1.09 / -5.71" total_charge=-1 multiplicity=2 max_force_ev_per_a=1.72 lumo_energy_ha="0.1290 / 0.1245"
C 1.394 -1.161 -2.130
N 2.143 -0.551 -1.033
C 2.208 0.888 -1.221
O 3.103 1.486 -0.277
H 0.329 -0.881 -2.028
H 1.371 -2.253 -2.019
H 1.748 -0.780 -3.099
H 3.124 -0.859 -1.056
H 2.576 1.249 -2.211
H 1.128 1.189 -1.026
H 2.790 1.194 0.590
C -1.484 -1.455 0.998
N -2.078 1.321 1.389
C -3.118 0.247 1.409
N -2.888 -1.003 1.236
H -1.462 -1.814 -0.079
H -1.266 -2.318 1.599
H -0.733 -0.664 1.199
H -2.511 2.132 0.872
H -2.054 1.738 2.358
H -4.110 0.692 1.634

4.
88
Properties=species:S:1:pos:R:3 method="wB97M-V/def2-TZVPD" energy_ha=-3733.21233 homo_ev=-10.71 total_charge=0 multiplicity=1 max_force_ev_per_a=3.86 smiles="COP(=O)(OC)OC.COP(=O)(OC)OC.COP(=O)(OC)OC.COP(=O)(OC)OC.O=C1OCCO1.O=C1OCCO1" lumo_energy_ha=0.0001
C 0.572 2.688 -3.905
O 1.945 2.697 -3.711
P 2.936 2.212 -4.949
O 2.320 2.287 -6.314
O 4.266 3.147 -4.710
C 4.159 4.522 -5.021
O 3.376 0.709 -4.528
C 2.536 -0.418 -4.799
H 0.368 3.701 -4.254
H -0.054 2.439 -3.049
H 0.262 1.995 -4.688
H 3.118 4.835 -5.108
H 4.634 4.816 -5.956
H 4.633 5.047 -4.191
H 3.013 -1.014 -5.577
H 1.593 -0.265 -5.325
H 2.327 -0.982 -3.890
C 4.009 -1.339 2.000
O 3.597 -1.256 3.340
P 4.282 -2.263 4.447
O 5.569 -2.911 4.010
O 4.463 -1.273 5.721
C 3.390 -0.627 6.271
O 3.090 -3.283 4.852
C 2.002 -3.517 3.980
H 4.174 -0.363 1.544
H 3.279 -1.848 1.371
H 4.914 -1.912 1.796
H 2.430 -0.603 5.755
H 3.695 0.419 6.303
H 3.215 -1.022 7.272
H 1.814 -4.561 3.733
H 2.011 -3.028 3.006
H 1.135 -3.111 4.501
C 1.586 1.160 3.294
O 0.461 1.837 2.821
P 0.642 3.058 1.791
O 1.781 2.986 0.856
O -0.880 3.139 1.106
C -1.984 3.199 1.938
O 0.740 4.344 2.835
C 2.030 5.080 3.054
H 2.459 1.733 2.981
H 1.508 0.126 2.960
H 1.494 1.129 4.380
H -2.675 4.038 1.860
H -1.769 3.009 2.989
H -2.602 2.343 1.666
H 1.871 6.143 2.873
H 2.900 4.812 2.455
H 2.392 4.815 4.048
C -5.288 0.105 -2.170
O -5.214 -0.100 -3.568
P -4.214 -1.191 -4.180
O -4.402 -1.401 -5.639
O -2.745 -0.729 -3.743
C -2.235 0.472 -4.215
O -4.528 -2.498 -3.289
C -4.084 -2.715 -1.963
H -5.530 1.157 -2.020
H -4.262 0.037 -1.807
H -6.049 -0.446 -1.618
H -1.634 0.905 -3.416
H -2.968 1.232 -4.486
H -1.710 0.272 -5.149
H -3.629 -1.902 -1.398
H -3.420 -3.579 -1.954
H -4.877 -3.112 -1.329
O -5.784 -5.266 0.629
C -4.888 -4.848 1.335
O -5.131 -3.960 2.437
C -3.920 -3.534 2.930
C -2.875 -4.203 2.118
O -3.567 -4.935 1.152
H -3.842 -2.447 2.904
H -3.742 -3.920 3.933
H -2.243 -4.747 2.820
H -2.238 -3.434 1.681
O -0.079 -1.844 1.916
C -0.229 -1.193 0.903
O -1.416 -0.923 0.339
C -1.244 -0.141 -0.854
C 0.273 -0.065 -0.966
O 0.701 -0.694 0.168
H -1.721 -0.512 -1.761
H -1.515 0.886 -0.608
H 0.565 0.975 -1.111
H 0.657 -0.570 -1.851